Entry 1:
ORCA calculation (ωB97M-V/def2-TZVPD) on a molecular structure, C48H44As2MnN5O2.

Geometry as XYZ:
```
102
Properties=species:S:1:pos:R:3:forces:R:3
Mn -1.2515 -0.3416 -0.8297 -0.3554 -0.2355 -0.3134
C -0.7346 -3.6566 0.3127 -0.0090 -0.0278 -0.0306
C -1.5348 -2.8433 1.2827 0.0360 0.0329 0.0494
C -2.1258 -3.4816 2.3739 0.0709 -0.0221 0.0230
C -2.8325 -2.7487 3.2968 -0.0288 0.0212 0.0254
C -2.9512 -1.3784 3.1112 0.0174 -0.0343 -0.0324
C -2.3534 -0.8079 2.0065 -0.0427 0.0497 0.0109
N -1.6559 -1.5248 1.1043 -0.0718 0.0369 -0.0067
C -2.5127 0.6456 1.7297 0.0023 -0.0357 0.0038
C -2.8777 1.5651 2.7037 -0.0020 0.0052 -0.0341
C -3.0858 2.8786 2.3218 -0.0135 0.0075 0.0184
C -2.9395 3.2444 0.9937 0.0106 -0.0149 -0.0078
C -2.5407 2.2795 0.0795 0.0437 -0.0008 -0.0833
N -2.3178 1.0221 0.4664 0.0191 0.0609 0.0687
C -2.3105 2.5615 -1.3714 0.0095 -0.0050 0.1166
C -2.5751 3.8015 -1.9221 0.0132 -0.0105 -0.0536
C -2.3330 3.9888 -3.2756 -0.0155 0.0160 0.0179
C -1.8593 2.9342 -4.0256 0.0032 -0.0141 0.0063
C -1.6251 1.7044 -3.4114 0.0097 -0.0108 -0.0128
C -1.1881 0.5239 -4.2232 0.0070 0.0027 -0.0133
N -1.8301 1.5412 -2.1005 0.0135 -0.0239 0.0902
H 0.0064 -4.2488 0.8541 -0.0127 -0.0088 -0.0084
H -0.2263 -3.0488 -0.4305 0.0095 0.0040 0.0060
H -1.3830 -4.3585 -0.2162 -0.0065 0.0091 -0.0157
H -2.0016 -4.5502 2.4873 -0.0053 0.0005 -0.0053
H -3.2916 -3.2285 4.1506 0.0012 0.0013 0.0033
H -3.5222 -0.7781 3.8030 -0.0013 -0.0082 0.0075
H -2.9844 1.2650 3.7352 -0.0060 0.0162 0.0086
H -3.3675 3.6195 3.0581 0.0010 0.0020 0.0025
H -3.1156 4.2645 0.6899 -0.0074 0.0048 0.0064
H -2.9628 4.6113 -1.3239 -0.0061 0.0016 0.0025
H -2.5235 4.9496 -3.7351 0.0032 0.0003 0.0000
H -1.6714 3.0416 -5.0849 0.0017 0.0017 -0.0019
H -0.6639 0.8454 -5.1215 0.0015 0.0059 -0.0077
H -2.0682 -0.0496 -4.5259 0.0062 -0.0060 0.0082
H -0.5378 -0.1432 -3.6624 0.0223 0.0146 0.0038
C 2.5867 -0.9208 -0.2429 0.0538 0.0073 -0.0531
C 2.0311 -1.4708 1.0659 0.0155 -0.0219 0.0506
As 1.1937 -0.0870 2.1939 -0.0425 0.0167 0.0502
C 2.8188 0.6957 2.9281 0.0521 -0.0242 0.0211
C 3.1060 2.0251 2.6428 -0.0044 0.0143 0.0307
C 4.2724 2.6087 3.1236 -0.0193 -0.0396 0.0252
C 5.1511 1.8658 3.8954 0.0127 -0.0003 -0.0040
C 4.8654 0.5375 4.1898 0.0008 -0.0051 0.0038
C 3.7042 -0.0452 3.7075 0.0121 0.0031 0.0045
C 0.6660 -1.1823 3.7197 -0.0093 0.0162 -0.0078
C -0.0446 -0.5382 4.7331 0.0059 -0.0344 0.0121
C -0.4698 -1.2336 5.8541 0.0243 0.0049 0.0109
C -0.1929 -2.5900 5.9755 -0.0120 0.0230 0.0235
C 0.5142 -3.2387 4.9763 0.0088 -0.0266 -0.0381
C 0.9407 -2.5391 3.8520 -0.0208 -0.0074 0.0458
As 1.3070 0.2166 -1.1959 0.3177 0.1514 0.1124
C 2.0614 0.3244 -2.9801 -0.0714 0.0379 -0.0067
C 2.5145 -0.8095 -3.6444 -0.0010 -0.0082 -0.0292
C 2.9925 -0.7038 -4.9441 0.0032 -0.0065 0.0159
C 3.0073 0.5240 -5.5886 -0.0020 0.0062 -0.0096
C 2.5423 1.6551 -4.9318 -0.0119 -0.0052 -0.0054
C 2.0698 1.5563 -3.6318 0.0015 0.0092 -0.0320
C 1.8595 1.9722 -0.5510 0.0241 -0.0060 -0.0553
C 0.9483 2.8128 0.0723 -0.0242 0.0762 -0.0503
C 1.3256 4.0813 0.4948 -0.0468 0.0467 -0.1011
C 2.6304 4.5115 0.3052 -0.0034 0.0305 -0.0694
C 3.5540 3.6693 -0.3019 -0.0112 0.0224 -0.0231
C 3.1695 2.4089 -0.7325 0.0003 0.0136 0.0027
H 2.8592 -1.7346 -0.9158 -0.0116 0.0036 0.0009
H 3.4753 -0.3096 -0.0757 0.0096 -0.0343 0.0238
H 2.8267 -1.9626 1.6301 0.0015 0.0134 -0.0144
H 1.2620 -2.2141 0.8588 0.0122 0.0140 0.0082
H 2.4215 2.6104 2.0395 0.1152 -0.1208 0.1888
H 4.4898 3.6443 2.8951 0.0025 0.0119 -0.0054
H 6.0582 2.3192 4.2731 0.0053 0.0007 0.0054
H 5.5470 -0.0421 4.7987 0.0052 0.0019 0.0028
H 3.4822 -1.0780 3.9540 0.0004 0.0010 -0.0064
H -0.2564 0.5237 4.6514 0.0035 0.0046 -0.0207
H -1.0076 -0.7177 6.6395 -0.0034 0.0006 0.0025
H -0.5160 -3.1335 6.8539 -0.0029 -0.0026 -0.0027
H 0.7451 -4.2925 5.0726 -0.0022 0.0062 -0.0037
H 1.5055 -3.0643 3.0922 -0.0113 -0.0113 -0.0316
H 2.4655 -1.7815 -3.1751 -0.0009 0.0018 0.0187
H 3.3492 -1.5891 -5.4539 -0.0015 -0.0022 -0.0028
H 3.3817 0.6005 -6.6010 0.0010 -0.0009 -0.0028
H 2.5527 2.6170 -5.4285 0.0030 -0.0009 -0.0006
H 1.7202 2.4480 -3.1242 -0.0077 -0.0139 -0.0133
H -0.0554 2.4650 0.2667 -0.0668 -0.0174 -0.0057
H 0.6033 4.7262 0.9801 0.0038 -0.0022 0.0058
H 2.9303 5.4985 0.6321 0.0024 0.0042 0.0085
H 4.5758 3.9961 -0.4445 0.0022 0.0046 0.0046
H 3.8956 1.7720 -1.2249 -0.0083 -0.0062 0.0014
C -5.1602 -2.9812 -3.0158 0.0187 -0.0001 -0.0039
N -3.7058 -2.8900 -2.9930 -0.0038 0.0078 -0.0025
C -2.9234 -3.7384 -3.7328 0.0104 0.0120 0.0133
C -1.5817 -3.7000 -3.7003 -0.0144 0.0476 -0.0287
C -0.9320 -2.7186 -2.8465 0.0253 -0.1318 0.0823
O 0.2918 -2.6259 -2.7111 0.0019 0.0579 -0.0218
N -1.7569 -1.8870 -2.1404 -0.0563 -0.0051 0.0491
C -3.1103 -1.9552 -2.1636 0.0039 0.0280 -0.0628
O -3.7843 -1.1911 -1.4659 0.0034 -0.0077 0.0195
H -5.4667 -3.4470 -3.9495 -0.0109 -0.0032 0.0084
H -5.5800 -1.9821 -2.9479 -0.0065 -0.0027 -0.0037
H -5.5293 -3.5710 -2.1765 -0.0028 0.0106 0.0061
H -3.4665 -4.4438 -4.3478 -0.0016 -0.0025 0.0057
H -0.9828 -4.3755 -4.2898 0.0101 0.0029 0.0010
```
Positions in Å, forces in eV/Å.

The charge is +1. Its HOMO energy (alpha / beta) is -10.390 / -10.505 eV. The energy is -7902.31743 Ha. As for the orbital gap (alpha / beta): 0.27856 / 0.27753 Eh. As for the spin multiplicity: 6. Its LUMO energy (alpha / beta) is -2.810 / -2.954 eV.

Löwdin atomic charge list, values in e, 5 entries: Mn 0.754; C -0.025; C -0.294; C -0.007; C -0.022

Entry 2:
ORCA calculation (ωB97M-V/def2-TZVPD) on 8 unconnected molecules or ions with the total composition C48H45BF7NO6.

Geometry as XYZ:
```
108
Properties=species:S:1:pos:R:3:forces:R:3
N -2.0543 -2.3392 -0.5561 -1.3096 0.7428 1.3292
B -2.3644 -1.4972 0.5689 0.1233 -0.1394 -0.8807
O -2.2734 -0.1362 0.3800 0.9094 -0.1784 0.0081
C -2.7951 -2.0869 2.0065 -1.7124 0.2123 -0.5994
C -3.6106 -1.0744 2.8380 0.8817 -0.4197 0.5787
C -3.0235 -0.7806 4.2028 -0.6824 0.3960 -0.0444
C -1.7256 -0.0771 4.0645 0.3608 -0.3917 -0.0669
O -1.0212 -0.1367 3.0891 0.2004 0.5681 -0.2623
O -1.4017 0.6547 5.1307 -0.2526 0.1360 0.3693
C -3.6391 -3.3538 1.9730 0.7598 -0.0801 -0.1697
O -2.6583 -4.3556 1.6869 0.1557 -0.6288 0.5634
C -1.6376 -3.9976 2.5203 0.9495 -0.9158 0.1576
O -0.8687 -4.7539 3.0683 -1.0571 1.2683 -1.0542
O -1.6254 -2.6502 2.6318 0.5613 -0.1969 0.8763
H -2.4982 -3.2429 -0.5116 0.5536 -0.3612 0.0270
H -1.0637 -2.4279 -0.7293 -0.5214 0.4655 -0.5553
H -1.6641 0.2270 1.0347 -0.4150 0.3732 0.3742
H -3.7442 -0.1331 2.3401 0.1570 0.2808 -0.5139
H -4.6039 -1.4690 2.9839 -0.4254 -0.1815 0.0531
H -3.6868 -0.1069 4.7298 -0.2548 0.1994 0.2081
H -2.9599 -1.6492 4.8389 0.4002 -0.4173 0.1677
H -0.5895 1.1191 4.9093 0.4419 0.1222 0.0168
H -3.9567 -3.5650 2.9925 -0.6257 0.0896 0.1229
H -4.4539 -3.3914 1.2717 -0.2154 -0.0350 -0.2965
F 3.5526 4.1293 0.4868 -0.1350 -0.0478 0.1208
C 3.0529 2.8752 0.5799 -0.0775 -0.2958 0.0102
C 1.7829 2.6953 1.0927 -0.0430 0.1537 0.0186
C 1.2789 1.4051 1.1784 0.0294 0.0546 -0.0668
C 2.0472 0.3295 0.7664 -0.1322 -0.2074 0.0161
C 3.3183 0.5310 0.2564 -0.0793 0.1013 -0.0481
C 3.8312 1.8167 0.1528 0.1586 0.0704 -0.0249
H 1.2037 3.5518 1.4122 0.0218 0.0179 -0.0324
H 0.2839 1.2280 1.5607 0.0432 0.0980 0.0979
H 1.6476 -0.6739 0.8352 0.0010 -0.0118 0.0012
H 3.9007 -0.3177 -0.0641 0.0709 0.0166 -0.0712
H 4.8183 2.0023 -0.2523 -0.0110 0.0420 0.0108
F -0.2538 -1.6561 -2.8199 0.0318 0.1345 -0.1272
C -0.5565 -0.4565 -3.3552 -0.0986 0.3264 -0.0881
C -1.8784 -0.0709 -3.4201 -0.2157 -0.1286 0.0512
C -2.1897 1.1643 -3.9676 0.2109 0.0478 -0.0449
C -1.1792 1.9879 -4.4472 -0.0207 0.0433 0.0016
C 0.1453 1.5786 -4.3733 -0.1201 -0.0091 0.0166
C 0.4648 0.3480 -3.8186 0.2159 -0.0809 0.0115
H -2.6466 -0.7307 -3.0435 0.0336 -0.0137 0.0735
H -3.2208 1.4829 -4.0194 -0.0326 -0.0328 -0.0032
H -1.4248 2.9500 -4.8770 0.0055 0.0101 -0.0025
H 0.9328 2.2182 -4.7483 0.0283 0.0019 0.0120
H 1.4910 0.0121 -3.7438 -0.0098 -0.0265 0.0176
F -0.4089 -3.9143 -1.3450 0.7075 -0.9904 -0.4147
C 0.9231 -3.7277 -1.4586 0.6317 -0.1816 -0.0817
C 1.6587 -3.4622 -0.3230 -0.1979 0.0334 0.1727
C 3.0295 -3.2747 -0.4368 -0.1453 -0.0387 -0.1909
C 3.6415 -3.3472 -1.6800 0.0281 0.0369 0.0408
C 2.8806 -3.6126 -2.8117 -0.1103 -0.0085 0.1225
C 1.5106 -3.8088 -2.7047 0.0265 -0.1671 -0.1610
H 1.1610 -3.4034 0.6373 -0.0065 -0.0619 0.0313
H 3.6105 -3.0692 0.4455 0.0382 -0.0005 0.0890
H 4.7091 -3.1946 -1.7659 0.0097 0.0040 0.0082
H 3.3543 -3.6657 -3.7825 -0.0116 -0.0188 -0.0268
H 0.9015 -4.0225 -3.5729 -0.0126 0.0451 0.0314
F -4.8237 -0.4739 -4.5074 -0.0724 0.0441 0.0043
C -5.1007 -1.6663 -5.0704 -0.0238 -0.2059 -0.0720
C -5.0079 -2.8062 -4.2981 0.0555 0.0006 0.2143
C -5.2952 -4.0324 -4.8786 -0.0213 0.0570 -0.1118
C -5.6613 -4.1030 -6.2156 -0.0123 -0.0584 -0.0224
C -5.7440 -2.9438 -6.9743 0.0183 -0.0565 0.1063
C -5.4658 -1.7123 -6.4001 -0.0132 0.1670 -0.1205
H -4.7122 -2.7289 -3.2599 0.0119 0.0312 -0.0049
H -5.2320 -4.9345 -4.2858 0.0210 -0.0060 0.0235
H -5.8810 -5.0615 -6.6657 -0.0016 -0.0062 -0.0078
H -6.0247 -2.9974 -8.0172 -0.0137 0.0184 -0.0168
H -5.5300 -0.7963 -6.9719 0.0251 0.0124 0.0215
F 6.9856 4.1192 -0.8169 0.0037 -0.0240 0.0048
C 6.7465 5.3260 -1.3733 -0.0394 0.2040 -0.0977
C 5.5228 5.9279 -1.1637 -0.1345 -0.0398 0.1013
C 5.2831 7.1687 -1.7355 0.1697 -0.0008 -0.0799
C 6.2591 7.7827 -2.5091 -0.0278 0.0580 -0.0200
C 7.4813 7.1563 -2.7086 -0.1082 0.0038 0.0493
C 7.7333 5.9189 -2.1345 0.1849 -0.1004 -0.0311
H 4.7760 5.4301 -0.5645 0.0690 0.0236 -0.0354
H 4.3313 7.6567 -1.5764 -0.0278 -0.0151 0.0083
H 6.0667 8.7489 -2.9558 0.0046 0.0065 -0.0063
H 8.2416 7.6310 -3.3136 0.0286 -0.0014 0.0022
H 8.6815 5.4165 -2.2721 -0.0169 -0.0242 0.0058
F -5.7852 0.7786 3.1312 -0.1090 0.0878 0.0550
C -6.4467 1.6716 3.9017 -0.0919 0.1426 0.1119
C -7.8258 1.6821 3.8805 -0.1100 -0.1496 -0.1255
C -8.4986 2.5963 4.6770 0.1147 0.0555 0.0480
C -7.7883 3.4857 5.4716 -0.0393 0.0342 0.0293
C -6.4009 3.4591 5.4739 -0.1015 -0.0401 -0.0287
C -5.7197 2.5430 4.6864 0.2151 -0.0228 -0.0053
H -8.3596 0.9847 3.2489 0.0268 -0.0107 -0.0027
H -9.5796 2.6141 4.6768 -0.0188 -0.0084 -0.0217
H -8.3168 4.1993 6.0887 -0.0008 0.0084 0.0062
H -5.8460 4.1536 6.0893 0.0257 -0.0025 0.0135
H -4.6379 2.5020 4.6788 -0.0101 -0.0006 -0.0297
F 5.4159 -1.8003 0.7236 0.2205 -0.0298 0.0502
C 6.2179 -1.7060 1.8104 0.1392 0.0367 0.1866
C 6.8308 -2.8458 2.2872 -0.0424 -0.2005 -0.1174
C 7.6540 -2.7453 3.3988 -0.0200 0.1293 0.0182
C 7.8442 -1.5174 4.0169 0.0319 -0.0013 0.0440
C 7.2133 -0.3848 3.5208 0.0325 -0.1284 0.0023
C 6.3946 -0.4740 2.4051 -0.1135 0.1878 -0.0976
H 6.6633 -3.7942 1.7936 -0.0079 0.0189 -0.0189
H 8.1471 -3.6277 3.7823 -0.0099 -0.0296 -0.0026
H 8.4844 -1.4437 4.8855 0.0046 0.0042 0.0078
H 7.3575 0.5718 4.0035 -0.0001 0.0288 -0.0141
H 5.8976 0.3972 1.9988 -0.0309 -0.0221 -0.0047
```
Positions in Å, forces in eV/Å.

As for the SMILES: NB(O)[C@@]1(CCC(=O)O)COC(=O)O1.Fc1ccccc1.Fc1ccccc1.Fc1ccccc1.Fc1ccccc1.Fc1ccccc1.Fc1ccccc1.Fc1ccccc1. Its HOMO energy is -8.843 eV. The energy is -3086.27436 Ha. As for the orbital gap: 0.34011 Eh. Its LUMO energy is 0.412 eV.

Löwdin atomic charge list, values in e, 5 entries: N 0.216; B -0.528; O 0.148; C -0.284; C -0.104